Record 1
{
  "formula": "H5NS",
  "method": "wB97M-V/def2-TZVPD",
  "max_force_ev_per_a": 1.78,
  "total_energy_ev": -12402.764,
  "orbital_gap_ev": 3.319,
  "symbols": ["S", "H", "N", "H", "H", "H", "H"],
  "coordinates": [[-1.33, -1.15, -3.52], [-2.51, -0.61, -3.18], [0.77, 0.32, 1.38], [1.41, 0.97, 1.85], [0.25, 0.92, 0.70], [1.40, -0.31, 0.88], [0.02, -0.14, 1.90]]
}

---

Record 2
{
  "formula": "H5O2S",
  "method": "wB97M-V/def2-TZVPD",
  "max_force_ev_per_a": 0.59,
  "charge": -1,
  "total_energy_ev": -15012.687,
  "orbital_gap_ev": 7.154,
  "symbols": ["S", "H", "H", "H", "O", "H", "H", "O"],
  "coordinates": [[-0.49, -0.37, 2.34], [-1.45, 0.23, 1.64], [-1.37, 0.10, -0.88], [-1.51, 1.51, -1.30], [-1.52, 0.62, -1.68], [1.60, -1.17, 0.30], [2.53, -0.06, -0.02], [2.19, -0.87, -0.41]]
}

---

Record 3
{
  "formula": "H5O3",
  "method": "wB97M-V/def2-TZVPD",
  "max_force_ev_per_a": 1.97,
  "charge": -1,
  "total_energy_ev": -6224.380,
  "orbital_gap_ev": 8.986,
  "symbols": ["O", "H", "O", "H", "H", "O", "H", "H"],
  "coordinates": [[-0.04, -0.36, 0.17], [0.03, -1.21, -0.30], [-2.41, 0.87, -0.08], [-3.00, 0.13, -0.04], [-1.40, 0.55, 0.04], [2.56, -0.16, 0.39], [2.76, 0.32, -0.42], [1.51, -0.13, 0.25]]
}

---

Record 4
{
  "formula": "H5P3",
  "method": "wB97M-V/def2-TZVPD",
  "max_force_ev_per_a": 3.29,
  "smiles": "P[PH]#[PH2]",
  "total_energy_ev": -27945.795,
  "orbital_gap_ev": 9.511,
  "symbols": ["P", "P", "P", "H", "H", "H", "H", "H"],
  "coordinates": [[0.59, -0.75, -1.16], [0.07, 0.89, 1.72], [-0.82, 0.64, -0.25], [-0.12, -1.91, -0.85], [0.00, -0.64, -2.42], [-0.83, 0.02, 2.31], [1.04, -0.11, 1.61], [0.07, 1.86, -0.97]]
}

---

Record 5
{
  "formula": "H60O30",
  "method": "wB97M-V/def2-TZVPD",
  "max_force_ev_per_a": 2.63,
  "total_energy_ev": -62405.192,
  "orbital_gap_ev": 10.844,
  "symbols": ["O", "H", "H", "O", "H", "H", "O", "H", "H", "O", "H", "H", "O", "H", "H", "O", "H", "H", "O", "H", "H", "O", "H", "H", "O", "H", "H", "O", "H", "H", "O", "H", "H", "O", "H", "H", "O", "H", "H", "O", "H", "H", "O", "H", "H", "O", "H", "H", "O", "H", "H", "O", "H", "H", "O", "H", "H", "O", "H", "H", "O", "H", "H", "O", "H", "H", "O", "H", "H", "O", "H", "H", "O", "H", "H", "O", "H", "H", "O", "H", "H", "O", "H", "H", "O", "H", "H", "O", "H", "H"],
  "coordinates": [[3.95, 0.27, 0.26], [3.07, 0.48, 0.61], [4.29, 1.01, -0.26], [1.99, 1.29, -3.13], [1.48, 2.03, -2.72], [2.92, 1.48, -3.09], [-5.74, 0.40, -1.36], [-6.57, 0.54, -0.99], [-5.32, 1.25, -1.54], [-4.13, -0.34, 1.30], [-3.73, -1.23, 1.27], [-4.53, -0.23, 0.39], [0.31, -2.08, 0.34], [0.69, -2.90, 0.68], [-0.65, -2.20, 0.40], [3.41, -2.23, -1.08], [3.64, -1.49, -0.47], [3.61, -1.93, -1.98], [-3.08, -0.75, -1.91], [-2.48, -0.06, -1.55], [-3.98, -0.44, -2.02], [1.05, -0.16, 3.93], [0.36, -0.09, 4.57], [1.64, 0.65, 3.97], [-2.18, -5.33, 1.02], [-1.41, -5.32, 0.40], [-2.80, -5.91, 0.61], [5.19, 2.67, 2.54], [4.54, 2.04, 2.89], [4.90, 3.45, 2.96], [4.46, 4.28, -0.01], [4.97, 3.71, 0.60], [3.51, 4.24, 0.26], [-0.58, -4.78, -0.96], [-0.92, -4.15, -1.59], [0.40, -4.76, -0.89], [1.89, -4.52, 0.24], [2.68, -4.93, 0.63], [2.27, -3.84, -0.33], [4.73, 2.37, -2.03], [4.57, 3.26, -1.56], [5.63, 2.50, -2.45], [1.00, -1.38, -2.53], [1.37, -0.74, -3.14], [1.57, -1.53, -1.72], [2.14, 3.17, 1.24], [1.85, 2.30, 0.90], [1.47, 3.80, 1.11], [1.02, 5.41, 0.17], [0.88, 4.69, -0.48], [0.34, 6.06, -0.08], [2.73, 2.11, 3.88], [2.18, 2.40, 4.63], [2.52, 2.66, 3.10], [-0.68, 0.81, -1.16], [-0.41, 0.39, -2.04], [-0.03, 0.41, -0.52], [0.43, 3.21, -1.86], [-0.16, 3.49, -2.57], [-0.05, 2.40, -1.44], [-4.10, 2.53, -1.71], [-3.49, 2.48, -0.91], [-4.31, 3.51, -1.80], [1.03, 0.33, 0.92], [0.81, 0.38, 1.88], [0.87, -0.62, 0.72], [-2.32, 2.51, 0.35], [-1.78, 1.83, -0.12], [-2.47, 2.20, 1.28], [-1.36, -2.94, -2.73], [-1.98, -2.19, -2.67], [-0.47, -2.58, -2.83], [-2.56, 1.43, 2.91], [-3.26, 0.84, 2.57], [-2.27, 0.87, 3.63], [-1.57, 2.19, -3.69], [-2.37, 2.17, -3.09], [-2.02, 2.33, -4.59], [-2.12, -5.04, -5.06], [-2.16, -4.41, -4.32], [-1.24, -5.35, -5.07], [-0.70, -2.78, 3.89], [0.22, -2.45, 3.71], [-1.04, -2.92, 3.04], [-1.08, -0.75, 5.54], [-1.54, -0.91, 6.36], [-1.03, -1.62, 5.07], [-2.42, -2.73, 0.57], [-2.94, -2.63, -0.23], [-2.52, -3.63, 0.91]]
}

---

Record 6
{
  "formula": "H60O30",
  "method": "wB97M-V/def2-TZVPD",
  "max_force_ev_per_a": 2.55,
  "total_energy_ev": -62404.296,
  "orbital_gap_ev": 10.182,
  "symbols": ["O", "H", "H", "O", "H", "H", "O", "H", "H", "O", "H", "H", "O", "H", "H", "O", "H", "H", "O", "H", "H", "O", "H", "H", "O", "H", "H", "O", "H", "H", "O", "H", "H", "O", "H", "H", "O", "H", "H", "O", "H", "H", "O", "H", "H", "O", "H", "H", "O", "H", "H", "O", "H", "H", "O", "H", "H", "O", "H", "H", "O", "H", "H", "O", "H", "H", "O", "H", "H", "O", "H", "H", "O", "H", "H", "O", "H", "H", "O", "H", "H", "O", "H", "H", "O", "H", "H", "O", "H", "H"],
  "coordinates": [[3.15, -2.81, -1.13], [3.90, -3.40, -1.05], [3.45, -2.11, -1.74], [2.25, 2.54, -4.96], [3.19, 2.52, -4.74], [2.09, 1.67, -5.40], [3.07, 3.23, -1.68], [2.24, 2.77, -1.73], [3.43, 2.95, -0.81], [-1.33, 1.83, 4.83], [-1.67, 1.34, 5.57], [-0.51, 1.37, 4.58], [-3.32, -1.15, -2.43], [-3.12, -0.31, -2.90], [-2.70, -1.25, -1.70], [0.33, 0.79, -0.67], [0.27, 1.41, -1.42], [1.21, 0.41, -0.53], [-0.25, -3.58, 1.91], [-0.05, -4.17, 2.67], [0.58, -3.15, 1.66], [1.19, 1.04, 3.87], [1.86, 0.45, 3.46], [0.95, 1.61, 3.11], [-0.02, -1.84, 4.52], [-0.90, -2.17, 4.26], [0.24, -1.13, 3.89], [0.59, 2.62, 1.62], [0.45, 2.12, 0.82], [0.47, 3.57, 1.38], [-2.95, 1.54, -3.13], [-2.76, 1.77, -2.22], [-2.56, 2.24, -3.68], [-0.13, 5.22, 1.14], [0.22, 5.60, 1.96], [-0.96, 4.85, 1.43], [2.50, 0.09, -5.56], [2.83, 0.08, -6.44], [1.99, -0.72, -5.37], [-5.57, -0.19, -0.31], [-4.68, 0.15, -0.57], [-5.33, -0.92, 0.25], [0.58, 2.78, -2.77], [1.31, 2.84, -3.42], [0.27, 3.68, -2.67], [-3.09, -2.43, 3.63], [-4.00, -2.45, 3.90], [-3.11, -2.63, 2.66], [3.49, -2.66, 3.74], [2.89, -3.00, 4.44], [3.04, -2.91, 2.92], [3.67, 1.74, 0.80], [3.64, 0.94, 0.27], [2.78, 1.96, 1.03], [0.83, -1.73, -5.07], [0.81, -2.62, -5.42], [0.19, -1.71, -4.31], [-3.11, -3.14, 0.91], [-2.26, -3.59, 1.06], [-3.47, -3.40, 0.06], [3.41, -0.21, 2.78], [3.82, -0.85, 3.36], [3.96, 0.57, 2.66], [3.89, -0.08, -2.30], [4.11, 0.85, -2.21], [3.48, -0.10, -3.21], [-4.74, -3.51, -1.23], [-4.50, -2.65, -1.62], [-5.67, -3.59, -1.36], [1.60, -1.63, 1.07], [2.05, -1.99, 0.28], [2.20, -1.02, 1.56], [-0.97, -1.89, -0.88], [-1.11, -2.45, -0.05], [-0.50, -1.10, -0.55], [-2.30, 3.11, 2.13], [-3.22, 3.47, 2.30], [-2.10, 2.71, 3.02], [-1.19, -2.40, -3.44], [-2.02, -2.73, -3.73], [-1.32, -2.27, -2.50], [-2.47, 1.27, -0.09], [-1.52, 1.10, -0.24], [-2.48, 1.80, 0.72], [-1.22, 5.54, -1.82], [-0.55, 5.83, -1.22], [-1.30, 6.27, -2.44], [1.10, -4.37, 4.54], [0.76, -3.45, 4.67], [0.74, -4.83, 5.30]]
}

---

Copy entry 2 word for word.
{
  "formula": "H5O2S",
  "method": "wB97M-V/def2-TZVPD",
  "max_force_ev_per_a": 0.59,
  "charge": -1,
  "total_energy_ev": -15012.687,
  "orbital_gap_ev": 7.154,
  "symbols": ["S", "H", "H", "H", "O", "H", "H", "O"],
  "coordinates": [[-0.49, -0.37, 2.34], [-1.45, 0.23, 1.64], [-1.37, 0.10, -0.88], [-1.51, 1.51, -1.30], [-1.52, 0.62, -1.68], [1.60, -1.17, 0.30], [2.53, -0.06, -0.02], [2.19, -0.87, -0.41]]
}

---

- Number 5 is which compound?
  H60O30